Entry 1:
{"formula": "C14H16", "method": "ωB97M-V with the def2-TZVPD basis set", "symbols": ["C", "C", "C", "C", "C", "C", "C", "H", "H", "H", "H", "H", "H", "H", "H", "C", "C", "C", "C", "C", "C", "C", "H", "H", "H", "H", "H", "H", "H", "H"], "positions_angstrom": [[-2.48998, -2.18587, 2.61654], [-0.54175, -1.38094, -0.56748], [-1.33440, -1.28868, 0.58695], [-0.27065, -2.67168, -1.02261], [-1.82480, -2.37342, 1.29534], [-0.95548, -3.74522, -0.45033], [-1.57187, -3.65766, 0.79398], [-0.11777, -0.44835, -0.89547], [-1.81537, -0.32839, 0.78135], [0.33764, -2.86434, -1.89636], [-0.90407, -4.73517, -0.88969], [-2.20948, -1.34758, 3.25539], [-2.24356, -3.01418, 3.29141], [-2.11325, -4.47903, 1.24568], [-3.57557, -2.23505, 2.49607], [-0.38040, 3.04367, -1.75307], [0.79119, 1.93067, 0.18787], [0.87520, 2.70576, -1.02756], [1.95224, 1.57339, 0.89252], [3.13628, 1.90319, 0.27256], [2.10177, 2.98488, -1.67520], [3.22319, 2.63236, -0.96601], [-0.18661, 1.83379, 0.63688], [2.00613, 0.97030, 1.78541], [-1.23044, 2.58777, -1.23620], [-0.46290, 2.66754, -2.77318], [4.05111, 1.46675, 0.65813], [2.12486, 3.35087, -2.68679], [4.21623, 2.98634, -1.21542], [-0.58749, 4.11826, -1.74072]], "atomic_forces_ev_per_a": [[-0.664, -0.868, 0.922], [-0.234, -1.157, 1.625], [-0.796, 0.799, -0.807], [-0.531, 0.357, -0.585], [1.215, -0.117, 0.320], [0.721, -0.817, 0.754], [-1.041, 1.285, -0.856], [0.162, -0.055, -0.810], [0.610, 0.136, 0.548], [0.015, 0.131, -0.043], [0.244, 0.124, -0.180], [-0.021, 0.500, -0.744], [-0.072, -0.240, -0.359], [0.429, -0.286, 0.026], [-0.014, 0.276, 0.164], [-1.045, -0.328, 1.087], [1.159, 0.855, 1.640], [-0.506, -0.702, -1.764], [-1.263, 0.079, -1.239], [0.634, -0.365, -0.422], [0.535, -0.957, 1.288], [0.024, 0.823, 0.133], [-0.116, -0.468, -0.125], [-0.513, 0.069, 0.118], [0.046, 0.118, 0.041], [0.620, 0.190, -0.156], [0.113, 0.370, 0.121], [0.047, 0.507, 0.037], [-0.015, -0.337, -0.530], [0.256, 0.075, -0.205]], "mulliken_charge": [-1.4398, -0.2432, -0.0172, -0.5982, 0.4790, -0.4958, -0.5003, 0.3495, 0.3423, 0.3444, 0.3570, 0.3643, 0.3908, 0.3826, 0.3126, -1.4305, -0.2622, 1.0442, -0.6518, -0.1815, -0.4930, -0.3846, 0.4915, 0.4274, 0.3606, 0.3820, 0.3914, 0.4659, 0.4118, 0.4008], "e_above_lowest_kcal_mol": 23.5, "orbital_gap_ha": [0.259, 0.117], "charge": 1, "lumo_energy_ev": [-4.36, -8.23], "multiplicity": 2}

Entry 2:
{"formula": "C37H81N4O3", "method": "ωB97M-V with the def2-TZVPD basis set", "symbols": ["C", "C", "C", "N", "C", "C", "C", "C", "C", "C", "H", "H", "H", "H", "H", "H", "H", "H", "H", "H", "H", "H", "H", "H", "H", "H", "H", "H", "H", "H", "C", "C", "C", "N", "C", "C", "C", "C", "C", "C", "H", "H", "H", "H", "H", "H", "H", "H", "H", "H", "H", "H", "H", "H", "H", "H", "H", "H", "H", "H", "C", "C", "C", "N", "C", "C", "C", "C", "C", "C", "H", "H", "H", "H", "H", "H", "H", "H", "H", "H", "H", "H", "H", "H", "H", "H", "H", "H", "H", "H", "C", "C", "C", "N", "C", "C", "C", "C", "C", "C", "H", "H", "H", "H", "H", "H", "H", "H", "H", "H", "H", "H", "H", "H", "H", "H", "H", "H", "H", "H", "O", "C", "O", "O", "H"], "positions_angstrom": [[23.47963, -6.81790, -5.37717], [24.63959, -7.52547, -6.09413], [25.34288, -8.76622, -5.39446], [26.79813, -8.97825, -5.91164], [26.84641, -9.23429, -7.42637], [28.09721, -9.89792, -8.02816], [28.46622, -11.19707, -7.23413], [28.59624, -10.93630, -5.73954], [27.23254, -10.34304, -5.19480], [27.72511, -7.82886, -5.47072], [23.69333, -6.46016, -4.36997], [22.62217, -7.49005, -5.41008], [23.20661, -5.89690, -5.89228], [25.24277, -6.61757, -6.09593], [24.35116, -7.81524, -7.10454], [24.96312, -9.78078, -5.51499], [25.22994, -8.68157, -4.31365], [26.05574, -9.94991, -7.65182], [26.51099, -8.31951, -7.91499], [27.86903, -10.14282, -9.06548], [28.89764, -9.15841, -8.00474], [27.69443, -11.96127, -7.32599], [29.35505, -11.66075, -7.66202], [28.87847, -11.89864, -5.31253], [29.42828, -10.28116, -5.48144], [26.43257, -11.07018, -5.33414], [27.41270, -10.12423, -4.14229], [27.61168, -7.65239, -4.40111], [27.31786, -7.00066, -6.05068], [28.77015, -8.05767, -5.67963], [20.59122, -4.02122, -5.46717], [19.29623, -4.48406, -6.18646], [19.05276, -3.70648, -7.41970], [17.68591, -3.96746, -8.18737], [17.73126, -3.20218, -9.52926], [18.44848, -3.80366, -10.63571], [18.13689, -5.33443, -10.79685], [18.29159, -6.09169, -9.49926], [17.43753, -5.48023, -8.34623], [16.46367, -3.30753, -7.46453], [21.49751, -4.34296, -5.98022], [20.66243, -4.51743, -4.49929], [20.56046, -2.96565, -5.19714], [18.45456, -4.26011, -5.53106], [19.25008, -5.55008, -6.40912], [19.81774, -4.03211, -8.12459], [19.23951, -2.63274, -7.40275], [18.09193, -2.19799, -9.30649], [16.70125, -3.04238, -9.84809], [19.53240, -3.69913, -10.58784], [18.14583, -3.34691, -11.57799], [18.77195, -5.67041, -11.61656], [17.17613, -5.46971, -11.29357], [19.31998, -6.25249, -9.17577], [17.89085, -7.10420, -9.54728], [17.52118, -6.00226, -7.39303], [16.39802, -5.45085, -8.67280], [16.60465, -2.22829, -7.40581], [16.55542, -3.68752, -6.44703], [15.55670, -3.49333, -8.03983], [20.97689, -9.02199, -8.29594], [21.67312, -8.91160, -9.62331], [23.17011, -8.94977, -9.68569], [23.80081, -9.03707, -11.11885], [23.45187, -10.39756, -11.72863], [24.14498, -10.59841, -13.06849], [23.56661, -9.53542, -14.11967], [23.63233, -8.09952, -13.62284], [23.15025, -7.98419, -12.15190], [25.31527, -8.67169, -10.98835], [21.48851, -8.36989, -7.58805], [20.95724, -10.08586, -8.05948], [19.89630, -8.89324, -8.23379], [21.24291, -7.94925, -9.90058], [21.16684, -9.53520, -10.36013], [23.53668, -9.72500, -9.01283], [23.64412, -8.07929, -9.23217], [22.37646, -10.55417, -11.81264], [23.64779, -11.17767, -10.99300], [23.78579, -11.55703, -13.44282], [25.23355, -10.61913, -13.12030], [22.48697, -9.68369, -14.14163], [23.92983, -9.68922, -15.13579], [23.22477, -7.28434, -14.22072], [24.61785, -7.64714, -13.51238], [22.07429, -8.15209, -12.19897], [23.38736, -7.02285, -11.69616], [25.36407, -7.60299, -10.77953], [25.63245, -8.90143, -12.00557], [25.87185, -9.36527, -10.35806], [23.73617, 4.61951, -6.34342], [22.87470, 3.52047, -5.68752], [22.21999, 2.70742, -6.89742], [21.09446, 1.67569, -6.49735], [21.58582, 0.61829, -5.47889], [22.59943, -0.21264, -6.31300], [21.93482, -0.92177, -7.51698], [21.16053, 0.07959, -8.49476], [20.26983, 1.07606, -7.72202], [19.95844, 2.53172, -5.76694], [23.00624, 5.36627, -6.65589], [24.30317, 4.15810, -7.15195], [24.43370, 5.08056, -5.64415], [22.03770, 3.82057, -5.05709], [23.55156, 2.92312, -5.07667], [22.94808, 2.27100, -7.58117], [21.61578, 3.40892, -7.47268], [22.07623, 1.33789, -4.82331], [20.71471, 0.08167, -5.10296], [23.46878, 0.38188, -6.59384], [23.07687, -0.82805, -5.55049], [22.75783, -1.43311, -8.01624], [21.33061, -1.71506, -7.07685], [21.82109, 0.68019, -9.12009], [20.55989, -0.54040, -9.16030], [19.83279, 1.72943, -8.47714], [19.47943, 0.51123, -7.22772], [19.13755, 1.85107, -5.54120], [19.54262, 3.30975, -6.40715], [20.31632, 2.97124, -4.83590], [22.92170, -5.66247, -8.75239], [24.12030, -5.13919, -8.69285], [25.18217, -5.70011, -8.89278], [24.06852, -3.96046, -8.32181], [22.45724, -4.82328, -8.71203]], "atomic_forces_ev_per_a": [[-0.934, -1.116, -0.050], [0.395, -0.026, 0.780], [-0.039, 0.909, -0.951], [0.899, -1.688, 1.717], [-0.997, -0.339, -0.012], [0.089, -0.017, 1.491], [-0.044, 0.814, -0.512], [-0.740, 0.654, -0.544], [1.969, 0.149, -0.415], [-1.088, -0.680, -0.653], [0.168, -0.563, 0.144], [-0.359, 0.296, 0.547], [0.080, -0.137, -0.427], [1.352, -0.753, -0.681], [0.032, 0.272, -0.009], [-0.923, 0.427, -0.844], [1.124, 0.458, 0.175], [-0.421, -0.092, 0.529], [0.491, 0.253, 0.032], [0.013, 0.137, -0.012], [0.347, -0.283, -0.158], [-0.310, 0.078, -0.345], [0.130, 0.224, 0.118], [-0.594, 0.095, 0.640], [-0.029, 0.214, -0.131], [-0.045, 0.235, -0.020], [-0.581, 0.210, -0.011], [-0.172, -0.142, -0.109], [0.670, 0.270, 0.204], [-0.256, 0.020, -0.273], [-0.594, -0.948, 0.360], [-0.601, 0.666, 1.345], [-0.206, -0.137, -2.662], [0.477, 1.229, 0.654], [-1.117, 0.771, 1.139], [0.997, -2.426, -1.499], [0.311, 1.061, -0.824], [-0.795, -0.335, 1.197], [-0.083, 1.248, -1.595], [1.923, -0.462, 0.339], [0.036, 0.491, -0.311], [-0.182, -0.182, 0.012], [0.172, 0.083, -0.488], [0.029, -0.294, 0.463], [0.411, 0.020, 0.208], [-0.092, -0.117, -0.526], [-0.637, 0.111, 0.573], [0.123, -0.041, 0.300], [-0.207, -0.295, 0.285], [0.126, 0.160, 0.228], [-0.004, 0.323, 0.155], [0.491, -0.361, 0.397], [-0.512, 0.047, 0.665], [0.273, 0.382, -0.075], [-0.035, -0.121, -0.377], [0.003, 0.307, -0.109], [-0.082, -0.595, 0.091], [0.275, -0.047, -0.235], [-0.924, -0.142, -0.112], [0.111, -0.441, 0.411], [0.461, -1.965, 0.894], [-2.339, 1.739, -1.530], [0.624, 0.625, -0.246], [-1.320, 0.347, 0.389], [1.353, -0.503, 0.449], [-1.387, 0.898, -1.688], [-0.447, -0.167, 1.009], [2.286, 0.772, 1.918], [-0.282, -0.441, 0.360], [-1.680, -1.266, -1.858], [-0.174, -0.360, 0.468], [0.771, -0.075, 1.055], [0.033, 0.941, -0.781], [0.894, 0.639, -0.853], [0.386, -0.598, 0.110], [0.289, -0.780, -0.734], [-0.360, 0.449, -0.241], [-0.115, 0.964, -0.365], [0.862, 0.063, 0.102], [0.239, -0.156, 0.059], [-0.066, -0.005, 0.518], [-0.176, -0.611, -0.309], [0.216, 0.098, 0.232], [-1.011, -0.511, -0.095], [0.863, -0.678, -0.591], [0.005, -0.169, 0.815], [-0.197, 0.083, -0.203], [0.202, -0.303, 0.269], [0.579, 0.547, 0.172], [-0.444, 0.272, 0.436], [-1.152, -0.123, 0.651], [-0.021, -1.459, -1.147], [-0.833, 0.279, 0.848], [-2.855, 2.168, -0.131], [0.900, 1.627, -3.185], [-0.378, 0.252, 1.348], [0.741, 1.035, 0.315], [0.559, -0.717, 1.502], [1.733, -1.912, 0.715], [0.589, -0.859, -0.248], [0.575, 0.284, -0.583], [-0.051, 0.398, -0.166], [-0.144, -0.110, 0.012], [0.476, 0.651, 0.008], [-0.196, -0.458, -0.043], [-0.106, -0.279, 0.302], [0.271, 0.209, -0.128], [-0.057, -0.944, 0.861], [0.245, 0.065, 0.184], [-0.343, 0.443, -0.307], [-0.202, -0.977, -0.351], [-0.177, 0.029, -0.455], [-0.587, 0.091, -0.348], [0.369, -0.369, 0.037], [-0.201, 0.253, -0.112], [0.244, 0.922, 0.808], [-0.143, 0.219, 0.066], [0.204, -0.116, 0.054], [0.480, -0.068, -0.238], [0.134, -0.224, -0.225], [-0.525, -1.315, -0.709], [0.669, -1.478, 0.187], [0.097, -0.099, -0.148], [1.404, 2.774, 0.598], [-1.697, 0.123, 0.037]], "mulliken_charge": [-1.5691, 0.9405, -0.8476, 0.1451, -0.6825, -0.6845, -0.7876, -0.7246, -0.6026, -0.8553, 0.5176, 0.4065, 0.1137, 0.1157, -0.3774, 0.3998, 0.4932, 0.2647, 0.6280, 0.3598, 0.3803, 0.3147, 0.4402, 0.4113, 0.3285, 0.4632, 0.3863, 0.3119, 0.3350, 0.4264, -1.0838, -0.1942, -0.2487, 0.1626, -0.6635, -0.5045, -1.0587, 0.2476, -0.9600, -0.9197, 0.1314, 0.4762, 0.2197, 0.2519, 0.2869, -0.1059, 0.2836, 0.2585, 0.5178, 0.1839, 0.4735, 0.4160, 0.3710, -0.2344, 0.5219, 0.4903, 0.4666, 0.3512, 0.3772, 0.4789, -1.6717, -0.3772, 0.7733, 0.4636, -0.5285, -0.8516, -0.6694, -0.9615, -0.5822, -1.2585, 0.2698, 0.4775, 0.3444, 0.2599, 0.3042, 0.3989, -0.8400, 0.3934, 0.5106, 0.4013, 0.3264, 0.3018, 0.4498, 0.4839, 0.4320, 0.4298, 0.2971, 0.3560, 0.6679, 0.2595, -1.2876, -0.2160, -0.9013, -0.1169, -0.6838, -0.9112, 0.5869, -0.8688, -0.6656, -1.0702, 0.3472, 0.3515, 0.3734, 0.2421, 0.3544, 0.5188, 0.4588, 0.4918, 0.3940, 0.3806, 0.5191, 0.3920, -0.6557, 0.4204, 0.4594, 0.3103, 0.4371, 0.4427, 0.4244, 0.4817, 0.2016, 0.7777, -0.4120, -0.4154, -0.0666], "e_above_lowest_kcal_mol": 0.0, "orbital_gap_ha": [0.404, 0.241], "charge": 4, "lumo_energy_ev": [-8.32, -12.76], "multiplicity": 2}

Entry 3:
{"formula": "C4H7N3", "method": "ωB97M-V with the def2-TZVPD basis set", "symbols": ["C", "C", "N", "N", "N", "C", "C", "H", "H", "H", "H", "H", "H", "H"], "positions_angstrom": [[-1.85916, 0.26537, -0.53716], [-0.74488, -0.45446, 0.14539], [-0.82917, -1.68527, 0.48935], [0.40275, -2.01643, 1.15954], [1.13994, -1.02794, 1.29966], [0.56409, 0.12440, 0.60948], [1.63166, 0.54582, -0.40397], [-2.69303, -0.41906, -0.71289], [-2.20913, 1.11304, 0.06485], [-1.50779, 0.66018, -1.49478], [0.37703, 0.96051, 1.29480], [1.89036, -0.30281, -1.04397], [2.53917, 0.84551, 0.13563], [1.29817, 1.39114, -1.00593]], "atomic_forces_ev_per_a": [[0.086, -0.021, -0.056], [0.112, -0.061, 0.012], [0.048, 0.304, -0.226], [0.265, 0.415, 0.331], [-0.312, -0.454, 0.098], [-0.085, -0.083, 0.055], [0.018, 0.097, -0.149], [0.175, 0.127, 0.037], [0.112, -0.154, -0.096], [-0.085, 0.030, 0.047], [0.080, -0.221, 0.130], [-0.092, 0.196, -0.014], [-0.297, -0.096, -0.107], [-0.025, -0.077, -0.062]], "mulliken_charge": [-1.0886, 0.6171, -0.3814, -0.3589, -0.1562, 0.3570, -1.2555, 0.3397, 0.2931, 0.2984, 0.3292, 0.3114, 0.3474, 0.3471], "e_above_lowest_kcal_mol": 36.7, "smiles": "CC1=NN=N[C@H]1C", "orbital_gap_ha": 0.376, "charge": 0, "lumo_energy_ev": 0.29}

What is the formula in the first record?
C14H16